[1]
{
  "formula": "C5H8O2",
  "method": "ωB97M-V/def2-TZVPD",
  "mol_weight_g_mol": 100.1,
  "e_tot_ha": -345.6296,
  "elements": ["C", "C", "C", "C", "C", "O", "O", "H", "H", "H", "H", "H", "H", "H", "H"],
  "coordinates": [[0.052, -0.251, 0.470], [0.491, 0.997, -0.444], [-0.923, -1.275, -0.073], [1.536, -0.502, -0.274], [-0.804, 1.399, 0.513], [2.574, -0.548, 0.362], [-0.706, 2.232, 1.395], [0.330, -0.255, 1.514], [1.381, -1.034, -1.223], [-1.755, 1.174, 0.009], [0.117, 0.972, -1.459], [1.244, 1.705, -0.130], [-1.194, -1.050, -1.108], [-0.496, -2.280, -0.062], [-1.846, -1.283, 0.510]],
  "lowdin_charge": [-0.25, -0.05, -0.06, -0.33, -0.33, 0.02, 0.02, 0.16, 0.14, 0.14, 0.13, 0.14, 0.09, 0.09, 0.09]
}

=====

[2]
{
  "formula": "C9H13NO2",
  "method": "ωB97M-V/def2-TZVPD",
  "mol_weight_g_mol": 167.2,
  "e_tot_ha": -555.9020,
  "elements": ["C", "C", "C", "C", "C", "O", "C", "C", "H", "H", "H", "H", "H", "H", "H", "H", "C", "C", "N", "O", "H", "H", "H", "H", "H"],
  "coordinates": [[1.465, 3.220, 0.547], [1.526, 1.838, -0.159], [0.290, 1.321, -0.603], [0.238, 0.047, -1.268], [1.326, -0.696, -1.332], [1.392, -1.835, -1.949], [2.584, -0.220, -0.760], [2.716, 1.143, -0.329], [0.765, 3.819, -0.016], [2.471, 3.837, 0.476], [1.041, 2.926, 1.509], [-0.603, 1.904, -0.685], [-0.589, -0.053, -1.917], [0.804, -1.834, -2.764], [3.361, -0.899, -0.614], [3.593, 1.704, -0.237], [-1.553, -2.415, 0.991], [-3.083, -2.010, 0.909], [-3.379, -0.783, 1.497], [-3.922, -2.675, 0.420], [-1.370, -3.065, 0.264], [-1.570, -3.057, 1.880], [-0.783, -1.583, 0.828], [-4.148, -0.379, 1.358], [-2.572, -0.256, 1.953]],
  "lowdin_charge": [-0.06, -0.30, -0.03, -0.06, -0.42, 0.06, 0.05, -0.02, 0.05, 0.12, 0.07, 0.10, 0.11, 0.16, 0.08, 0.09, 0.01, -0.57, 0.16, 0.08, 0.01, 0.09, 0.09, -0.01, 0.14]
}